DFT (ωB97M-V/def2-TZVPD) results for C33H44GeN4O7V as an isolated structure.

energy: -5050.5380 hartree
net charge: +1
E_HOMO (alpha / beta): -10.592 / -10.592 eV
largest force on an atom: 0.57 eV Å⁻¹
Kohn-Sham gap (alpha / beta): 7.9 / 7.9 eV
2S+1: 3
relative energy (zero: lowest compared OMol25 entry of this formula, charge and spin): 15.06 kcal/mol

```
90
Properties=species:S:1:pos:R:3:lowdin_spin:R:1
V -0.657 2.489 1.382 1.916
O 0.644 1.412 0.637 -0.004
C 1.466 0.711 1.566 0.008
C 1.759 1.650 2.718 0.004
N 0.477 2.198 3.244 -0.002
C -0.265 1.207 4.052 0.003
C -1.419 0.529 3.299 0.004
O -1.954 -0.434 3.779 -0.001
O -1.784 1.135 2.188 0.018
C 0.660 3.514 3.888 0.003
C 0.210 4.637 2.959 0.004
O -0.102 5.739 3.355 -0.001
O 0.144 4.290 1.689 0.021
H 0.582 0.480 -0.784 0.000
H 2.395 0.396 1.084 -0.001
H 0.946 -0.191 1.902 -0.001
H 2.341 2.492 2.341 0.000
H 2.323 1.161 3.518 0.000
H -0.733 1.705 4.903 0.000
H 0.398 0.440 4.456 0.000
H 1.707 3.693 4.147 0.000
H 0.093 3.586 4.814 0.000
N -1.251 6.184 0.570 0.000
C -2.589 5.922 -0.068 0.001
C -3.644 5.583 0.979 0.000
C -3.748 4.115 1.374 0.001
N -2.592 3.674 2.188 0.003
C -3.898 3.228 0.143 0.000
C -2.802 3.413 -0.903 0.003
N -1.588 2.634 -0.543 0.011
C -2.501 4.893 -1.205 0.000
H -1.331 6.801 1.382 0.000
H -0.622 6.639 -0.090 0.000
H -0.726 5.332 0.960 0.002
H -2.859 6.879 -0.514 0.000
H -4.610 5.868 0.557 0.000
H -3.512 6.213 1.865 0.000
H -4.660 4.020 1.969 0.000
H -2.862 2.805 2.646 0.001
H -2.427 4.351 2.931 0.001
H -4.861 3.452 -0.320 0.000
H -3.935 2.178 0.444 0.000
H -3.177 2.992 -1.839 0.000
H -0.868 2.838 -1.237 0.003
H -1.783 1.641 -0.750 0.003
H -3.233 5.214 -1.948 0.000
H -1.532 4.979 -1.709 0.000
O -1.484 0.152 -1.889 0.000
C -0.411 -0.298 -2.252 0.000
O 0.728 -0.037 -1.626 0.001
C -0.233 -1.191 -3.447 0.000
C -0.323 -2.672 -3.065 0.000
Ge 1.075 -3.466 -1.911 0.000
C 0.771 -5.389 -2.036 0.000
C 0.816 -6.029 -3.276 0.000
C 0.583 -7.392 -3.385 0.000
C 0.298 -8.138 -2.249 0.000
C 0.248 -7.518 -1.010 0.000
C 0.483 -6.153 -0.906 0.000
C 0.823 -2.985 -0.035 0.000
C -0.449 -2.725 0.476 0.000
C -0.655 -2.573 1.840 0.000
C 0.421 -2.660 2.717 0.000
C 1.697 -2.898 2.222 0.000
C 1.893 -3.065 0.856 0.000
C 2.906 -3.106 -2.499 0.000
C 3.390 -1.815 -2.727 0.000
C 4.701 -1.606 -3.132 0.000
C 5.557 -2.685 -3.312 0.000
C 5.095 -3.971 -3.083 0.000
C 3.781 -4.178 -2.682 0.000
H 0.734 -0.976 -3.905 0.000
H -1.022 -0.942 -4.158 0.000
H -0.301 -3.260 -3.985 0.000
H -1.290 -2.880 -2.601 0.000
H 1.045 -5.462 -4.173 0.000
H 0.625 -7.872 -4.354 0.000
H 0.115 -9.202 -2.332 0.000
H 0.025 -8.097 -0.123 0.000
H 0.440 -5.681 0.069 0.000
H -1.302 -2.655 -0.192 0.000
H -1.644 -2.373 2.225 0.000
H 0.251 -2.557 3.782 0.000
H 2.538 -2.982 2.901 0.000
H 2.892 -3.260 0.480 0.000
H 2.746 -0.958 -2.576 0.000
H 5.056 -0.598 -3.309 0.000
H 6.578 -2.522 -3.630 0.000
H 5.755 -4.818 -3.217 0.000
H 3.435 -5.191 -2.513 0.000
```

DFT (ωB97M-V/def2-TZVPD) results for C60H36CdF15GeN9O2S as an isolated structure.

energy: -7092.2597 hartree
E_HOMO: -7.502 eV
largest force on an atom: 0.21 eV Å⁻¹
Kohn-Sham gap: 7.6 eV
relative energy (zero: lowest compared OMol25 entry of this formula, charge and spin): 0.39 kcal/mol

```
125
Properties=species:S:1:pos:R:3:lowdin_charge:R:1
Cd 0.302 0.497 0.222 1.323
C -0.450 -1.156 4.970 -0.055
C -1.776 -0.810 5.150 -0.056
C -2.541 -0.469 4.046 -0.012
C -1.948 -0.472 2.789 -0.222
N -0.672 -0.818 2.619 0.086
C 0.054 -1.146 3.677 -0.131
C -2.703 -0.124 1.546 -0.202
C -3.991 0.395 1.583 0.004
C -4.645 0.632 0.386 -0.031
C -4.028 0.299 -0.804 -0.008
C -2.741 -0.221 -0.760 -0.286
N -2.088 -0.376 0.390 0.096
C -2.027 -0.687 -1.986 -0.271
C -2.693 -0.886 -3.190 0.003
C -1.997 -1.404 -4.267 -0.048
C -0.665 -1.746 -4.106 -0.052
C -0.085 -1.517 -2.869 -0.148
N -0.733 -0.976 -1.847 0.064
H 0.187 -1.411 5.806 0.106
H -2.213 -0.791 6.140 0.111
H -3.578 -0.198 4.177 0.105
H 1.092 -1.398 3.482 0.108
H -4.472 0.629 2.520 0.105
H -5.635 1.069 0.384 0.114
H -4.526 0.478 -1.745 0.110
H -3.743 -0.655 -3.289 0.107
H -2.495 -1.553 -5.216 0.111
H -0.087 -2.173 -4.913 0.107
H 0.949 -1.789 -2.686 0.100
C 4.334 2.018 2.162 -0.030
C 3.267 1.417 1.300 -0.306
N 2.039 1.314 1.647 -0.018
N 1.662 1.737 2.879 0.049
C 0.351 1.976 2.914 -0.504
O -0.452 1.911 1.951 -0.162
C -0.196 2.345 4.259 -0.152
C 0.559 2.214 5.421 -0.042
C -0.007 2.492 6.655 -0.088
C -1.329 2.914 6.737 -0.098
C -2.080 3.064 5.579 -0.086
C -1.515 2.777 4.345 -0.034
C 3.604 0.973 -0.075 -0.269
C 4.927 0.914 -0.508 -0.007
C 5.202 0.507 -1.802 -0.043
C 4.152 0.176 -2.643 -0.049
C 2.865 0.275 -2.137 -0.142
N 2.593 0.652 -0.896 0.057
H 3.877 2.434 3.054 0.066
H 4.860 2.809 1.625 0.079
H 5.070 1.266 2.462 0.084
H 1.586 1.885 5.338 0.104
H 0.582 2.383 7.557 0.098
H -1.768 3.135 7.702 0.097
H -3.105 3.407 5.639 0.099
H -2.082 2.876 3.428 0.115
H 5.728 1.184 0.164 0.108
H 6.226 0.453 -2.151 0.113
H 4.320 -0.144 -3.661 0.109
H 2.008 0.052 -2.760 0.083
F -0.793 6.779 -1.569 0.099
C 0.284 6.357 -0.889 -0.208
C 0.844 5.122 -1.148 -0.129
C 1.927 4.766 -0.366 -0.230
F 2.507 3.570 -0.555 0.080
C 2.461 5.585 0.607 -0.130
F 3.520 5.202 1.326 0.120
C 1.883 6.823 0.828 -0.129
F 2.380 7.637 1.757 0.132
C 0.786 7.211 0.080 -0.137
F 0.221 8.400 0.302 0.122
Ge 0.079 3.755 -2.354 0.617
S -0.966 2.288 -1.230 0.255
C -1.037 4.706 -3.690 -0.124
C -0.448 5.735 -4.403 -0.229
F 0.825 6.079 -4.134 0.096
C -1.100 6.444 -5.392 -0.140
F -0.493 7.436 -6.048 0.123
C -2.407 6.110 -5.700 -0.132
F -3.059 6.774 -6.653 0.131
C -3.030 5.080 -5.019 -0.139
F -4.287 4.751 -5.327 0.118
C -2.342 4.395 -4.028 -0.222
F -3.004 3.407 -3.420 0.071
C 1.497 3.093 -3.584 -0.120
C 2.790 3.572 -3.701 -0.216
F 3.214 4.602 -2.960 0.108
C 3.705 3.031 -4.590 -0.147
F 4.954 3.496 -4.656 0.124
C 3.320 1.989 -5.412 -0.153
F 4.198 1.446 -6.257 0.126
C 2.027 1.503 -5.348 -0.152
F 1.653 0.495 -6.143 0.114
C 1.144 2.066 -4.444 -0.248
F -0.106 1.581 -4.429 0.078
C -1.422 -11.012 2.629 -0.050
C -1.741 -9.696 1.972 -0.278
C -1.657 -8.498 2.673 -0.037
C -1.970 -7.289 2.070 -0.028
C -2.346 -7.254 0.732 -0.267
N -2.666 -6.026 0.098 0.127
C -1.869 -4.911 -0.028 -0.516
O -2.289 -3.887 -0.529 0.071
N -0.583 -5.081 0.437 0.148
C 0.429 -4.112 0.461 -0.186
C 1.750 -4.524 0.594 -0.007
C 2.750 -3.571 0.642 -0.053
C 2.404 -2.234 0.540 -0.146
N 1.140 -1.838 0.419 0.012
C 0.168 -2.747 0.395 -0.101
C -2.426 -8.445 0.018 -0.014
C -2.139 -9.649 0.638 -0.041
H -1.098 -10.870 3.659 0.074
H -0.628 -11.534 2.093 0.082
H -2.296 -11.664 2.636 0.084
H -1.361 -8.511 3.715 0.112
H -1.933 -6.366 2.635 0.122
H -3.558 -5.928 -0.358 0.152
H -0.310 -6.017 0.693 0.127
H 1.990 -5.579 0.657 0.117
H 3.787 -3.858 0.748 0.106
H 3.158 -1.457 0.561 0.091
H -0.839 -2.372 0.314 0.068
H -2.711 -8.418 -1.026 0.116
H -2.212 -10.570 0.072 0.116
```

DFT (ωB97M-V/def2-TZVPD) results for a 2-piece molecular cluster, C9H12I2Si overall at a distorted geometry.

energy: -1234.9256 hartree
E_HOMO (alpha / beta): -8.317 / -7.839 eV
largest force on an atom: 7.39 eV Å⁻¹
Kohn-Sham gap (alpha / beta): 7.1 / 7.1 eV
relative energy (zero: lowest compared OMol25 entry of this formula, charge and spin): 42.31 kcal/mol

```
24
Properties=species:S:1:pos:R:3:lowdin_charge:R:1
C -0.345 -0.228 1.443 0.013
C 1.227 -0.839 -0.341 -0.009
C 0.751 -0.940 0.950 -0.259
C -0.997 0.614 0.523 -0.280
C 0.580 -0.020 -1.252 -0.264
C -0.385 0.738 -0.668 0.030
C 1.382 -1.830 1.960 -0.066
C -2.120 1.429 1.081 -0.045
C 1.098 0.140 -2.650 -0.049
Si -1.684 2.605 -2.677 -0.268
I -1.622 1.981 -5.079 0.304
I -0.467 4.771 -2.374 0.235
H -0.667 -0.326 2.351 0.058
H 2.086 -1.463 -0.553 0.126
H 2.449 -1.816 2.077 0.071
H 0.801 -1.898 2.921 0.098
H 1.380 -2.876 1.674 0.072
H -2.082 1.369 2.075 0.020
H -2.259 2.502 0.761 0.093
H -3.046 0.927 0.656 0.111
H 1.616 1.033 -2.774 0.071
H 1.952 -0.429 -2.899 0.075
H 0.405 0.050 -3.347 -0.009
H -2.987 2.756 -1.857 -0.127
```

DFT (ωB97M-V/def2-TZVPD) results for a 2-piece molecular cluster, H4O2 overall at a distorted geometry.

energy: -152.8726 hartree
structure (SMILES): O.O
E_HOMO: -10.898 eV
largest force on an atom: 1.13 eV Å⁻¹
Kohn-Sham gap: 11.6 eV
relative energy (zero: lowest compared OMol25 entry of this formula, charge and spin): 1.50 kcal/mol

```
6
Properties=species:S:1:pos:R:3:lowdin_charge:R:1
O -0.603 1.068 0.030 -0.051
H -0.065 1.429 0.757 0.066
H -0.442 1.761 -0.611 0.047
O 0.693 -1.543 -0.256 -0.092
H 0.232 -2.017 0.443 0.024
H 0.185 -0.698 -0.364 0.006
```

DFT (ωB97M-V/def2-TZVPD) results for C23H15Cl2FN2O4Pt as an isolated structure at a distorted geometry.

energy: -2435.5369 hartree
E_HOMO: -7.892 eV
largest force on an atom: 1.42 eV Å⁻¹
Kohn-Sham gap: 7.4 eV
relative energy (zero: lowest compared OMol25 entry of this formula, charge and spin): 15.03 kcal/mol

```
48
Properties=species:S:1:pos:R:3:lowdin_charge:R:1
Pt 0.641 2.401 1.156 1.264
C 2.944 -4.038 -2.378 -0.025
C 2.245 -2.933 -3.158 -0.316
C 1.401 -3.443 -4.317 -0.135
C 0.236 -4.274 -3.803 -0.132
C -0.541 -3.508 -2.766 -0.130
C -1.861 -3.799 -2.512 0.051
C -2.572 -3.081 -1.553 -0.260
F -3.860 -3.415 -1.347 0.064
C -2.009 -2.065 -0.842 0.075
C -0.667 -1.743 -1.087 -0.046
C -0.056 -0.647 -0.330 -0.325
O -0.691 -0.035 0.536 0.007
C 1.319 -0.364 -0.644 -0.047
C 1.965 -1.116 -1.567 0.026
N 1.395 -2.124 -2.264 0.000
C 0.067 -2.460 -2.038 -0.073
C 2.001 0.762 0.096 -0.674
O 2.424 0.560 1.240 0.037
O 1.945 1.945 -0.438 -0.147
H 3.569 -4.631 -3.047 0.089
H 2.227 -4.703 -1.896 0.085
H 3.580 -3.619 -1.598 0.084
H 2.992 -2.241 -3.550 0.144
H 2.034 -4.028 -4.986 0.122
H 1.026 -2.588 -4.884 0.130
H 0.605 -5.208 -3.372 0.119
H -0.430 -4.555 -4.620 0.122
H -2.364 -4.587 -3.059 0.133
H -2.566 -1.501 -0.108 0.135
H 3.004 -0.934 -1.813 0.153
Cl -1.353 6.984 0.493 0.718
C -1.356 5.952 1.879 -0.581
C -1.963 6.399 3.066 -0.113
C -2.001 5.624 4.192 -0.606
Cl -2.756 6.224 5.639 0.689
C -1.424 4.333 4.187 -0.168
C -1.382 3.420 5.264 -0.002
C -0.790 2.199 5.102 -0.028
C -0.221 1.853 3.863 -0.072
N -0.246 2.696 2.855 -0.097
C -0.832 3.924 2.985 -0.139
C -0.766 4.705 1.804 -0.386
O -0.190 4.192 0.745 -0.189
H -2.406 7.385 3.076 0.109
H -1.823 3.701 6.211 0.100
H -0.748 1.484 5.911 0.112
H 0.253 0.898 3.677 0.128
```

DFT (ωB97M-V/def2-TZVPD) results for C6H10O as an isolated structure.

energy: -309.6717 hartree
E_HOMO: -8.816 eV
largest force on an atom: 0.85 eV Å⁻¹
Kohn-Sham gap: 9.8 eV
relative energy (zero: lowest compared OMol25 entry of this formula, charge and spin): 107.07 kcal/mol

```
17
Properties=species:S:1:pos:R:3:lowdin_charge:R:1
C -1.380 0.721 -0.862 -0.059
C -0.446 0.377 0.264 -0.275
C -0.359 -0.610 1.203 -0.027
C 1.031 -0.914 0.808 -0.218
O 1.213 -1.434 -0.578 -0.086
C 1.612 -0.140 -1.070 -0.160
C 1.057 0.496 0.175 -0.172
H -1.318 1.756 -1.216 0.085
H -2.423 0.458 -0.682 0.062
H -1.040 0.076 -1.688 0.088
H -2.110 0.824 1.459 0.075
H -0.954 -0.959 2.044 0.085
H -2.509 0.199 1.518 0.082
H 1.748 -1.403 1.467 0.142
H 1.131 0.155 -2.011 0.112
H 2.700 -0.051 -1.148 0.118
H 1.511 1.310 0.741 0.148
```

DFT (ωB97M-V/def2-TZVPD) results for one molecule with the formula C5H4N2O at a distorted geometry.

energy: -377.4691 hartree
structure (SMILES): c1cc2ccon2n1
E_HOMO: -8.800 eV
largest force on an atom: 8.45 eV Å⁻¹
Kohn-Sham gap: 9.6 eV
relative energy (zero: lowest compared OMol25 entry of this formula, charge and spin): 122.36 kcal/mol

```
12
Properties=species:S:1:pos:R:3:lowdin_charge:R:1
C 2.085 -0.376 0.009 -0.261
C 1.356 0.801 -0.166 -0.079
C 0.068 0.380 -0.145 -0.277
C -1.392 0.878 -0.263 0.055
C -2.034 -0.325 0.074 -0.094
O -1.250 -1.497 0.007 0.018
N 0.055 -0.961 -0.237 -0.042
N 1.414 -1.390 -0.221 0.101
H 3.096 -0.426 0.427 0.120
H 1.797 1.783 0.539 0.177
H -1.993 1.782 -0.058 0.106
H -3.202 -0.649 0.034 0.176
```

DFT (ωB97M-V/def2-TZVPD) results for a 2-piece molecular cluster, C28H39F15INOSi overall at a distorted geometry.

energy: -3305.2752 hartree
E_HOMO: -4.493 eV
largest force on an atom: 2.39 eV Å⁻¹
Kohn-Sham gap: 3.3 eV
relative energy (zero: lowest compared OMol25 entry of this formula, charge and spin): 54.39 kcal/mol

```
86
Properties=species:S:1:pos:R:3:lowdin_charge:R:1
C 6.664 -1.333 0.117 -0.197
Si 7.448 -0.162 -1.171 0.602
C 9.180 -0.932 -1.563 -0.192
C 6.512 -0.088 -2.824 -0.255
C 6.522 1.313 -3.535 -0.174
C 5.128 1.725 -4.128 -0.567
F 5.285 3.013 -4.664 -0.002
F 4.963 0.863 -5.259 -0.147
C 3.932 1.549 -3.120 -0.523
I 2.813 -0.232 -3.865 0.730
C 2.904 2.735 -3.210 -0.323
C 2.150 3.036 -1.837 -0.097
C 1.041 1.997 -1.482 -0.410
F 1.695 0.900 -0.943 0.038
F 0.351 1.690 -2.627 0.041
C 0.097 2.525 -0.300 -0.281
F 0.806 3.567 0.285 0.096
F 0.031 1.564 0.678 0.119
C -1.262 3.143 -0.736 -0.289
F -1.055 3.971 -1.809 0.151
F -1.691 3.980 0.279 0.121
C -2.454 2.191 -1.083 -0.274
F -3.571 3.024 -1.128 0.107
F -2.414 1.669 -2.345 0.154
C -2.833 1.094 -0.016 -0.256
F -4.209 0.900 -0.147 0.082
F -2.683 1.531 1.269 0.137
C -2.179 -0.332 -0.225 -0.461
F -1.101 -0.367 -1.007 0.202
F -3.097 -1.241 -0.647 0.141
F -1.770 -0.765 1.017 0.124
C 7.770 1.531 -0.367 -0.237
C 9.100 1.759 0.213 -0.095
C 9.442 3.025 0.804 -0.102
C 8.489 4.105 0.847 -0.104
C 7.166 3.897 0.326 -0.085
C 6.824 2.617 -0.271 -0.087
H 7.482 -1.551 0.863 0.028
H 5.829 -0.882 0.699 0.029
H 6.405 -2.334 -0.321 0.036
H 9.379 -1.785 -0.867 0.028
H 9.125 -1.370 -2.598 0.026
H 9.997 -0.177 -1.593 0.018
H 7.039 -0.804 -3.515 0.076
H 5.498 -0.520 -2.655 0.020
H 6.923 2.155 -2.926 0.093
H 7.204 1.230 -4.427 0.116
H 3.372 3.722 -3.479 0.104
H 2.189 2.512 -4.043 0.065
H 2.903 3.027 -1.018 0.123
H 1.692 4.051 -1.989 0.122
H 9.879 0.973 0.215 0.080
H 10.460 3.178 1.212 0.090
H 8.749 5.094 1.270 0.091
H 6.416 4.711 0.350 0.093
H 5.802 2.453 -0.694 0.094
C -5.981 -2.358 0.193 -0.048
C -5.835 -2.729 1.654 -0.150
N -6.645 -1.861 2.608 -0.249
C -6.187 -0.421 2.437 0.019
C -6.297 -2.207 4.052 -0.151
C -6.669 -3.602 4.528 -0.050
C -8.151 -1.860 2.330 -0.057
C -8.860 -3.207 2.254 -0.197
O -8.360 -3.996 1.193 -0.207
C -8.550 -5.393 1.398 -0.067
H -5.563 -1.373 -0.019 0.059
H -5.425 -3.074 -0.414 0.104
H -7.013 -2.375 -0.153 0.081
H -4.788 -2.618 1.953 0.140
H -6.106 -3.766 1.821 0.108
H -5.106 -0.386 2.564 0.115
H -6.681 0.186 3.195 0.112
H -6.470 -0.069 1.449 0.101
H -6.782 -1.463 4.685 0.133
H -5.217 -2.076 4.139 0.134
H -7.704 -3.639 4.865 0.078
H -6.068 -3.844 5.406 0.097
H -6.493 -4.383 3.791 0.076
H -8.279 -1.342 1.380 0.134
H -8.601 -1.253 3.117 0.145
H -9.921 -3.013 2.049 0.144
H -8.822 -3.745 3.199 0.099
H -9.425 -5.605 2.017 0.095
H -7.655 -5.810 1.871 0.088
H -8.680 -5.866 0.426 0.098
```